{
  "formula": "C5H10O",
  "method": "the ωB97M-V functional and the def2-TZVPD basis",
  "energy_ev": -7389.7159,
  "lumo_ev": [0.6827, 0.6822],
  "symbols": ["H", "H", "H", "C", "C", "C", "H", "C", "O", "H", "H", "H", "H", "C", "H", "H"],
  "positions_angstrom": [[0.3426, -2.0680, -1.7211], [-0.8516, 1.4337, -0.7835], [1.6465, 1.0903, 0.9554], [0.1652, 1.0382, -0.6453], [0.0572, -0.8783, 0.5150], [-0.5845, -1.5066, -1.5486], [-0.0529, -0.0592, -1.3451], [0.5686, 1.2602, 0.8359], [-0.8846, -1.4121, -0.1752], [-1.2540, 0.3476, 1.6433], [0.8249, 1.5932, -1.3247], [0.3533, 2.2702, 1.2130], [0.2087, -0.1129, 2.5677], [-0.1826, 0.1368, 1.5759], [-1.4407, -1.9557, -2.0502], [1.0837, -1.1775, 0.2872]],
  "forces_ev_per_angstrom": [[-0.072, 0.098, 0.028], [0.109, -0.117, 0.016], [-0.156, 0.048, -0.002], [-0.039, 0.111, -0.034], [-0.025, -0.012, -0.054], [-0.043, -0.296, -0.256], [0.047, 0.118, 0.040], [0.080, 0.085, 0.039], [0.083, 0.178, 0.216], [0.141, -0.020, -0.010], [-0.086, -0.133, 0.100], [0.050, -0.166, -0.047], [-0.034, 0.029, -0.145], [-0.041, -0.046, 0.036], [0.104, 0.067, 0.046], [-0.118, 0.056, 0.026]],
  "nbo_charge": [0.155, 0.207, 0.194, -0.666, 0.305, -0.373, 0.249, -0.383, -0.414, 0.224, 0.214, 0.202, 0.219, -0.480, 0.180, 0.168]
}

=====

{
  "formula": "CH11NO3",
  "method": "the ωB97M-V functional and the def2-TZVPD basis",
  "energy_ev": -8846.9734,
  "lumo_ev": 0.7868,
  "symbols": ["O", "C", "H", "H", "H", "H", "H", "O", "O", "H", "H", "H", "H", "H", "H", "N"],
  "positions_angstrom": [[3.5969, -0.6468, 2.6040], [-1.8609, 2.1807, -0.4854], [-1.8604, 1.6466, 0.5554], [-1.5544, 3.2613, -0.7879], [-1.9310, -0.3801, -1.5359], [-2.9501, 2.0055, -0.8061], [-1.5393, -1.8315, -2.2068], [-1.8950, -1.3885, -1.4294], [0.7943, -1.2013, 0.5399], [-0.2202, 0.8191, -0.8706], [0.0308, -1.6197, 0.2618], [3.5770, 0.3076, 2.8239], [-0.4441, 1.8281, -2.0386], [4.0405, -0.7341, 1.7434], [1.0903, -1.5595, 1.4830], [-1.0062, 1.2950, -1.3465]],
  "forces_ev_per_angstrom": [[0.076, 0.559, -0.082], [-0.451, -1.259, -0.829], [0.430, 2.146, -1.405], [-0.755, -1.591, 1.872], [0.711, -1.712, -0.438], [1.489, 0.572, 0.221], [-0.081, 0.627, -0.063], [-0.380, 0.891, 0.514], [3.796, 0.667, 3.729], [-1.005, 0.286, 0.441], [-2.643, -1.582, -0.655], [0.098, -0.867, -0.402], [-1.138, -0.205, 0.402], [-0.264, 0.260, 0.463], [-1.222, 1.068, -3.208], [1.339, 0.141, -0.560]],
  "nbo_charge": [-0.951, -0.445, 0.223, 0.206, 0.508, 0.189, 0.471, -1.010, -0.973, 0.385, 0.483, 0.475, 0.360, 0.476, 0.489, -0.890]
}

=====

Relative energy (zero: lowest compared OMol25 entry of this formula, charge and spin) for every record listed, in sequence, given in eV: 5.049, 1.625.